(1)
The following is a DFT calculation (the ωB97M-V functional and the def2-TZVPD basis) of a cluster of 9 separate species, C18H54O9S7 in total at a distorted geometry.

Geometry as XYZ:
```
88
Properties=species:S:1:pos:R:3:forces:R:3:lowdin_charge:R:1
S 2.7458 -4.7803 -2.8388 0.5 1.7 0.3 0.79
S -1.4198 -1.5316 -0.1142 1.2 2.1 0.4 0.90
S 2.8961 -1.8056 1.6049 0.0 2.4 -0.1 0.92
S 0.4104 1.7182 3.5388 -1.5 0.8 2.3 0.81
S -4.8705 -1.5947 1.8108 4.0 -2.6 0.1 0.82
S -3.6293 2.7401 2.7321 -0.2 -1.8 0.5 0.85
S 1.6548 0.0543 -3.1064 -1.1 1.1 1.1 0.90
O 3.2818 -0.2956 1.5904 -0.3 -2.7 -0.4 -0.56
O 3.3129 2.4347 1.0141 3.0 -0.3 4.1 -0.16
O 0.0033 2.5612 4.7371 0.4 -0.2 -1.2 -0.53
O -3.7241 -2.6552 1.4329 -2.8 2.2 1.4 -0.62
O -0.2931 -1.8449 -1.0557 0.1 -0.5 -0.2 -0.58
O -3.4186 1.2486 2.5380 -0.3 0.4 0.1 -0.62
O 2.9304 -3.6036 -3.7515 -0.1 -0.3 0.4 -0.54
O 0.1876 4.0112 -3.3861 0.2 3.2 0.9 -0.08
O 1.2535 1.5368 -3.1661 0.4 -1.8 -0.5 -0.56
C -1.8124 5.1531 -2.8087 2.9 0.4 -1.6 -0.09
C -0.9904 3.8426 -2.6826 -2.9 -0.4 -3.8 -0.36
C 2.0673 1.4655 3.5834 3.6 -0.7 -0.5 -0.33
C 4.2917 -2.6392 2.2848 -1.6 -4.4 -2.0 -0.26
C -6.1621 -2.3748 2.7858 -1.3 -1.0 1.3 -0.31
C -0.6180 -0.6890 1.2634 -5.8 -2.9 3.5 -0.29
C 1.0504 -5.1780 -2.7191 -2.5 5.9 -2.4 -0.27
C -5.7229 -1.4838 0.3175 -4.0 -0.2 -2.7 -0.35
C 2.9908 -2.4785 -0.0485 0.7 -1.9 4.5 -0.22
C 2.5124 2.6296 -0.0492 -1.1 -1.5 -2.1 -0.34
C -0.0452 0.1077 4.0342 1.0 -5.4 1.2 -0.32
C 3.1702 -6.1981 -3.7140 3.0 -0.9 -3.4 -0.31
C 2.0661 4.1511 -0.2259 3.8 0.9 6.5 -0.04
C 3.2078 -0.1396 -3.9862 -4.4 -5.4 -2.2 -0.22
C 0.5033 -0.9532 -4.1072 4.6 -0.8 4.1 -0.18
C -2.0372 0.0561 -0.6767 2.5 3.5 7.4 -0.24
C -2.3314 3.4735 1.7544 -1.1 1.4 0.3 -0.27
C -2.8834 3.0457 4.4091 -7.6 -3.1 -0.4 -0.17
H -1.4906 5.3657 -3.8835 -0.5 1.1 1.5 0.10
H -1.5705 5.9115 -1.9806 -0.3 -0.9 -1.6 0.10
H -6.4583 -3.4019 2.3963 -0.6 1.8 -0.4 0.08
H -1.1441 0.0213 4.0812 0.5 0.2 0.5 0.05
H 0.5465 -4.4155 -2.0317 0.7 -1.0 -0.8 0.08
H 4.3698 -2.3555 3.2732 0.7 0.6 2.0 0.02
H -1.0512 3.7442 -1.6471 1.1 -1.7 2.0 0.06
H 1.6983 4.3173 -1.1175 -1.4 0.8 -4.9 -0.04
H 3.7541 0.5860 -3.7164 4.5 5.0 3.4 -0.05
H -1.5682 3.0592 -3.3657 0.6 1.0 2.2 0.15
H -2.9695 3.9893 4.5891 0.4 5.8 1.2 -0.01
H -6.6713 -0.8120 0.5399 1.7 -1.3 -0.6 0.09
H -2.8010 0.4622 0.0564 0.6 -0.9 -0.4 0.06
H -0.3943 -1.0905 -3.7327 -4.4 0.3 2.3 0.00
H -1.3750 3.0522 2.0735 -0.1 0.3 -0.3 0.01
H -2.0894 2.5819 4.2401 7.5 -2.8 -0.7 -0.10
H 3.5575 -1.1930 -3.7316 -0.2 1.4 -0.9 0.07
H 2.9899 -3.5394 0.0894 0.3 -0.7 -0.2 0.05
H 3.7012 -2.0676 -0.6032 4.0 1.4 -1.9 0.03
H -2.5061 -0.2011 -1.4460 -3.7 -1.1 -7.3 -0.06
H 2.5228 0.8936 4.4401 -0.7 1.5 -0.1 0.10
H -6.1223 -2.5248 -0.1082 0.9 2.0 1.3 0.11
H 3.0110 4.9567 0.0872 -2.0 -2.7 -1.6 0.15
H -3.3872 2.4556 5.2190 -0.2 0.5 -1.1 0.10
H 2.6107 -7.0179 -3.3982 -1.2 -1.3 0.5 0.01
H 0.4993 -5.0468 -3.7447 1.2 -0.5 1.7 0.12
H -0.0807 -1.4685 1.7327 0.2 -1.2 0.9 0.00
H 0.5367 -0.5588 4.9192 -1.6 3.0 -1.2 0.15
H 0.9805 -6.0951 -2.3611 -0.6 -4.2 1.7 -0.02
H 0.2408 -0.7483 3.3394 -0.3 1.8 0.1 0.03
H 2.1885 -2.2105 -0.5272 -5.2 1.4 -2.4 -0.04
H -6.8744 -1.5861 3.2093 0.1 -1.0 -1.9 0.08
H -2.5148 4.5427 2.0987 1.0 -0.8 -1.0 0.07
H -2.5942 3.3205 0.6657 0.4 0.2 1.3 0.07
H 1.7273 1.7765 0.0386 0.1 1.9 -0.7 0.12
H 5.1066 -2.5704 1.6175 1.3 0.7 -0.2 0.04
H 4.2428 -6.5080 -3.4755 -1.2 0.7 -0.6 0.08
H 0.5094 -0.6800 -5.0159 -0.2 2.6 -6.8 -0.01
H -5.9850 -2.7385 3.8006 1.9 0.3 0.1 0.04
H 3.1491 2.3044 -0.9205 -1.1 0.8 -0.1 0.11
H 0.6667 3.2453 -3.5868 0.8 -2.4 0.1 -0.01
H -2.8220 4.9256 -2.9102 -2.0 -0.2 0.5 0.03
H 2.6296 2.2963 3.0944 -0.3 -0.2 1.2 0.07
H 3.0851 0.2238 -5.0051 -0.3 -1.2 -0.7 0.07
H 2.3019 0.7319 2.8249 -0.6 -0.4 -0.6 -0.01
H 4.0556 -3.8398 2.2138 0.2 2.9 0.5 0.13
H 1.3594 4.6949 0.4723 0.1 -1.7 -0.2 0.06
H 0.8876 -1.9325 -4.1203 1.1 -1.4 0.2 0.03
H -1.3446 -0.1340 2.0763 1.2 -1.9 -2.5 0.10
H 3.6751 1.5135 1.2518 -1.4 1.7 -1.5 0.09
H -5.1957 -1.0315 -0.5716 0.0 -0.2 1.5 0.06
H 3.0459 -6.0885 -4.8961 0.2 0.0 2.6 0.13
H 0.0768 -0.0323 1.1272 4.0 4.3 -2.3 -0.03
H -1.2943 0.9326 -0.6648 -0.6 -1.8 -0.8 0.11
```
Positions in Å, forces in eV/Å.

Summary:
HOMO-LUMO gap: 8.425 eV
relative energy (zero: lowest compared OMol25 entry of this formula, charge and spin): 3.159 eV

(2)
The following is a DFT calculation (the ωB97M-V functional and the def2-TZVPD basis) of a structure of composition C18H54O9S9 at a distorted geometry.

Geometry as XYZ:
```
90
Properties=species:S:1:pos:R:3:forces:R:3:lowdin_charge:R:1
S -5.9461 14.8362 2.9996 -0.5 1.9 -0.3 0.96
S -7.2561 18.0499 5.3677 1.6 0.6 -2.4 1.07
S -6.8062 13.5174 6.1509 2.7 -2.0 5.8 0.93
S -2.6051 16.3764 6.6056 -0.6 1.8 -0.1 1.00
S -6.6035 18.4285 8.5926 3.6 0.6 2.6 0.86
S -10.0487 21.3250 6.0844 5.1 9.6 5.6 0.81
S -10.0895 17.2961 8.9255 0.4 -2.4 0.7 0.86
S -8.8168 19.8253 2.2046 -1.0 -0.5 1.7 0.99
S -12.8215 20.1944 4.6405 -0.8 -2.5 0.1 0.92
O -10.7093 18.4432 9.6238 0.1 0.8 -0.1 -0.54
O -9.1661 20.4631 3.5617 2.6 -0.5 -3.5 -0.60
O -3.4056 17.5589 7.2524 9.1 -3.6 -3.6 -0.65
O -5.7153 16.1669 3.7365 0.3 -2.3 -6.0 -0.66
O -10.0360 22.8601 6.0476 0.3 -1.0 0.9 -0.53
O -13.4819 19.2332 5.5964 -0.1 0.9 0.3 -0.56
O -7.2984 14.8224 6.7382 -3.2 -7.7 2.3 -0.52
O -7.1879 19.0460 6.5362 4.4 -5.4 -3.6 -0.78
O -6.4498 17.7711 9.9262 1.8 0.3 1.1 -0.55
C -7.5953 14.1597 3.5588 -0.5 1.8 -0.4 -0.26
C -11.0580 19.9118 4.8768 -3.7 -3.2 -2.8 -0.50
C -8.8558 17.7781 7.7159 -3.4 1.4 1.3 -0.42
C -8.8869 17.9644 2.5493 0.3 1.6 -2.3 -0.27
C -6.4808 20.2594 8.9395 1.1 -0.8 -0.5 -0.15
C -10.9553 20.8095 7.6129 -0.6 1.1 0.4 -0.20
C -5.0718 18.0727 7.7286 -3.7 1.9 0.5 -0.34
C -5.3643 13.0622 7.3173 -0.6 -1.3 -1.0 -0.19
C -3.4057 16.1408 4.9440 1.7 -1.8 0.9 -0.23
C -8.8004 16.6742 10.0690 -1.6 0.0 1.6 -0.27
C -7.9377 12.1654 6.5684 -1.1 -0.1 0.0 -0.22
C -3.3440 14.9157 7.4181 1.0 1.0 -0.5 -0.25
C -12.9933 19.1398 3.1345 0.6 0.1 -0.6 -0.24
C -6.4406 15.3542 1.3040 0.5 -1.7 0.7 -0.22
C -9.0017 17.5752 5.0300 0.3 -2.9 2.1 -0.28
C -8.4291 20.6170 6.5989 -3.6 3.0 0.1 -0.25
C -6.5222 16.3626 5.6162 -0.6 3.0 2.3 -0.34
C -10.3488 19.8203 1.1580 -0.1 -0.1 -0.5 -0.23
H -5.1736 18.5623 6.7601 0.4 0.7 0.6 0.07
H -9.8292 17.7345 3.0465 0.2 0.2 -0.9 0.04
H -7.9832 13.2787 3.0475 0.5 -0.1 0.1 0.08
H -5.4330 20.5459 9.0290 0.1 -0.1 0.4 0.06
H -8.3974 15.6746 9.9065 0.4 0.3 -0.9 0.06
H -4.2994 14.7567 6.9180 1.6 2.9 0.1 -0.01
H -10.4361 18.9156 0.5564 0.3 -0.4 0.4 0.05
H -7.5024 15.5784 1.2023 0.3 0.5 0.2 0.04
H -11.9295 21.2850 7.4994 -0.3 -0.1 -0.3 0.06
H -4.1949 18.3878 8.2941 -1.7 0.8 1.2 0.09
H -8.3976 18.6926 8.0926 -1.5 -0.8 0.1 0.00
H -6.9906 15.5853 5.0125 -0.3 2.1 0.5 0.00
H -12.5881 19.5830 2.2249 -1.0 0.2 0.2 0.00
H -7.5893 11.1339 6.5158 0.7 0.3 -0.2 0.06
H -10.8220 18.9244 4.4799 -1.2 0.1 -0.6 0.03
H -6.7663 16.0283 6.6245 1.1 3.3 -0.4 -0.02
H -6.8778 20.8262 8.0974 0.8 -0.2 0.9 0.01
H -10.5607 21.3224 8.4900 0.5 -0.3 -0.1 0.07
H -4.6246 13.8259 7.0771 -2.0 -3.3 0.3 -0.08
H -12.4003 18.2313 3.2392 0.0 0.0 0.6 0.05
H -7.0295 20.3823 9.8733 0.0 0.1 -0.2 0.07
H -9.2212 16.5438 11.0660 -1.1 -0.1 0.0 0.05
H -4.9273 12.1001 7.0498 -0.2 -0.2 -0.7 0.06
H -8.1047 17.4772 10.3129 0.2 -0.5 -0.7 0.01
H -14.0211 18.7988 3.0102 -0.1 0.6 0.2 0.06
H -5.3728 12.9896 8.4049 -1.3 0.5 0.1 0.09
H -5.4425 16.2781 5.4926 -2.0 1.5 1.3 0.01
H -8.5107 19.5302 6.5805 -2.2 2.2 -0.5 -0.03
H -3.4760 15.0179 8.4952 -0.2 0.8 -0.1 0.10
H -9.6572 18.4393 4.9216 1.2 -0.6 0.0 0.01
H -5.6804 16.0935 1.0517 -0.5 0.2 -0.1 0.06
H -6.2380 14.4276 0.7669 -0.1 0.1 -0.5 0.04
H -8.0069 17.6632 3.1176 -0.1 0.5 -0.6 -0.01
H -7.6431 21.0042 5.9505 -0.6 0.0 -0.3 0.10
H -2.8634 15.2365 4.6678 -0.1 -0.5 -0.4 0.05
H -10.3760 20.5681 0.3654 0.4 0.6 0.5 0.05
H -8.3697 12.3097 7.5587 0.3 0.3 0.1 0.07
H -9.3541 18.0738 6.7926 -0.2 -0.3 1.8 0.00
H -8.8178 17.5616 1.5388 -0.2 -0.2 -0.1 0.04
H -8.7780 12.2343 5.8776 0.0 0.1 -0.2 0.05
H -7.5007 14.1019 4.6431 -0.7 -0.6 -1.9 -0.11
H -5.0056 17.0533 7.3485 -2.0 -0.1 1.7 0.04
H -2.7424 14.0104 7.3373 0.2 0.1 -0.6 0.08
H -10.9394 19.8954 5.9602 -1.4 -2.7 -1.0 -0.04
H -10.4946 20.7181 4.4072 -1.8 -1.9 -1.1 -0.02
H -9.3209 16.9883 5.8913 -0.2 -0.1 -0.8 0.06
H -8.0954 16.9972 7.7083 -0.7 0.0 -0.6 0.04
H -8.3221 14.9695 3.4947 -0.1 0.1 -0.7 0.05
H -4.4606 15.8800 5.0301 2.0 0.0 -0.3 -0.02
H -3.1901 16.8148 4.1150 -0.1 0.6 0.8 0.08
H -8.1262 20.7808 7.6330 -1.5 0.5 -0.6 0.03
H -9.1078 16.8049 4.2661 0.6 0.5 0.3 0.04
H -11.2590 19.8905 1.7536 1.0 0.2 0.0 0.00
H -11.1440 19.7549 7.8138 0.4 0.1 0.0 0.04
```
Positions in Å, forces in eV/Å.

Summary:
HOMO-LUMO gap: 5.299 eV
relative energy (zero: lowest compared OMol25 entry of this formula, charge and spin): 28.738 eV

(3)
The following is a DFT calculation (the ωB97M-V functional and the def2-TZVPD basis) of a cluster of 8 separate species, C18H55BNO8P in total at a distorted geometry.

Geometry as XYZ:
```
84
Properties=species:S:1:pos:R:3:forces:R:3:lowdin_charge:R:1
P -2.6462 2.2468 -0.1325 -1.5 -2.6 -2.4 0.70
O 4.3221 1.0149 -2.5048 -0.2 -0.1 -0.2 -0.09
O -6.0273 2.9832 2.4148 0.0 0.2 0.3 -0.10
O -5.3771 -0.2873 5.9511 -0.3 0.0 -0.3 -0.09
O -3.2796 1.1270 -0.9697 0.7 1.3 1.2 -0.54
O 3.4161 0.7103 -6.6754 -0.2 -0.2 -0.1 -0.11
O -5.5353 -2.4862 9.2259 0.1 0.3 0.2 -0.10
O 3.5335 -4.3786 -5.7626 0.0 -0.3 -0.2 -0.09
O 5.0343 -3.9755 -2.6175 0.0 0.2 0.1 -0.10
N 3.2005 3.5431 -0.0299 0.2 -0.6 -0.6 0.00
C 6.7174 -4.8722 -1.1185 0.1 0.0 0.0 -0.09
C 0.4635 4.4767 -0.9477 -0.3 0.0 0.4 -0.22
C -3.9391 -3.3494 10.8386 0.1 0.0 0.0 -0.09
C -1.0395 4.7777 -0.6118 -0.4 -0.5 -0.1 -0.22
C 2.3690 2.6984 -0.8802 -0.8 -0.3 0.5 -0.29
C -5.1727 -2.4975 10.6060 0.0 -0.4 -0.1 -0.31
C 4.5353 0.4163 -3.7860 0.3 -0.1 0.3 -0.31
C -6.4481 -0.5580 6.8570 0.2 0.1 0.1 -0.31
C 0.8373 2.9891 -0.8211 0.3 0.1 -0.2 -0.22
C -6.5826 0.5536 7.8788 0.0 0.1 0.0 -0.09
C 3.1576 -3.8863 -7.0482 0.0 0.3 0.3 -0.32
C 5.4727 -4.0166 -1.2625 0.0 -0.3 -0.2 -0.32
C 3.8006 -2.5396 -7.3214 0.0 -0.1 0.0 -0.09
C 1.7972 1.8062 -8.1133 0.0 0.0 -0.1 -0.09
C 2.0604 1.1416 -6.7754 0.2 0.3 -0.1 -0.31
C 5.0315 -1.0099 -3.6482 -0.1 0.1 0.0 -0.08
C -5.0691 0.8011 2.8688 0.0 -0.1 -0.1 -0.10
C -6.1479 1.8055 3.2165 0.1 -0.1 -0.3 -0.32
B -2.0533 3.7160 -1.2419 1.2 1.1 0.8 -0.18
H -4.5718 -0.2194 6.4681 0.1 0.0 0.1 0.08
H -3.6549 -3.3491 11.8923 0.0 0.0 0.0 0.07
H 2.0179 1.1178 -8.9302 -0.1 0.0 0.0 0.08
H -2.3996 3.8280 -2.3661 -0.2 -0.3 -0.1 0.05
H 0.4444 2.6231 0.1406 0.1 0.1 -0.2 0.09
H -7.3612 -0.6464 6.2671 0.1 0.1 -0.1 0.11
H 1.4301 0.2602 -6.6574 0.1 -0.1 0.1 0.11
H 0.7231 4.9027 -1.9241 -0.1 -0.3 0.1 0.12
H 5.9754 -1.0401 -3.0965 0.0 0.0 -0.1 0.08
H 7.5205 -4.4842 -1.7466 0.0 0.1 0.0 0.08
H 4.8877 -2.6183 -7.2662 0.0 0.0 -0.1 0.08
H 3.4797 -4.6230 -7.7841 0.0 -0.1 0.1 0.11
H 2.0657 -3.8095 -7.0951 0.0 0.0 -0.2 0.11
H -7.1426 1.3741 3.0623 0.0 -0.1 0.1 0.11
H -4.1178 -4.3814 10.5265 0.0 0.0 0.1 0.07
H 4.3163 -1.6125 -3.0899 0.0 0.0 -0.1 0.07
H -5.1546 -0.0932 3.4849 0.0 0.0 0.0 0.06
H -4.0791 1.2379 3.0185 0.0 0.0 0.1 0.07
H 1.0454 5.0256 -0.1938 -0.1 0.0 -0.3 0.09
H 4.6622 -4.4056 -0.6368 0.1 0.1 0.1 0.11
H -5.6611 0.6581 8.4574 0.0 -0.1 0.1 0.07
H -6.0174 -2.8728 11.1928 0.1 0.1 0.1 0.11
H 3.9726 1.4864 -6.7705 0.1 0.1 0.0 0.08
H -6.2624 -1.5101 7.3489 -0.1 0.0 0.1 0.08
H -1.5145 1.6941 0.5394 -0.3 0.8 0.4 0.01
H -1.1460 4.7677 0.4880 0.1 0.1 -0.3 0.09
H 6.5212 -5.8970 -1.4429 0.0 0.0 0.1 0.07
H 2.7177 2.6625 -1.9136 0.1 0.4 0.2 0.09
H 3.0619 4.5245 -0.1995 0.0 0.2 0.2 0.05
H 2.4417 2.6792 -8.2442 -0.1 0.0 0.0 0.07
H 7.0608 -4.8949 -0.0825 0.0 0.0 0.0 0.07
H -7.4057 0.3557 8.5677 0.0 0.0 0.0 0.08
H 5.6778 -2.9905 -0.9570 -0.1 0.0 -0.1 0.11
H 3.4941 -1.8057 -6.5739 -0.1 0.0 -0.1 0.05
H -6.7614 1.5092 7.3823 -0.1 0.0 0.0 0.07
H -3.5919 2.7871 0.7871 0.7 0.1 0.3 -0.01
H 0.3735 2.3706 -1.6105 -0.1 0.2 0.2 0.12
H 0.7570 2.1265 -8.1948 0.0 0.0 0.0 0.08
H 5.1860 -1.4673 -4.6271 0.0 0.0 0.0 0.07
H -6.1146 2.7160 1.4970 0.0 0.0 -0.1 0.07
H -3.1011 -2.9755 10.2487 0.0 0.1 0.0 0.08
H 3.2447 -3.7382 -5.1078 0.0 0.1 0.1 0.07
H -5.7134 -3.3927 8.9647 0.0 -0.1 -0.1 0.08
H -5.1364 0.5108 1.8157 0.0 0.0 0.0 0.07
H 5.2559 1.0252 -4.3444 -0.1 0.0 -0.1 0.11
H 1.8443 1.8322 -5.9527 -0.2 0.0 0.0 0.11
H -4.9842 -1.4653 10.8996 -0.1 0.0 -0.1 0.11
H 3.5248 -2.1646 -8.3090 0.0 0.0 0.0 0.07
H 4.8408 -4.8756 -2.8902 0.0 -0.1 -0.1 0.08
H 3.0498 3.2987 0.9348 0.0 0.3 0.2 0.06
H 2.4955 1.6733 -0.5072 0.1 0.2 -0.3 0.11
H -1.3133 5.7851 -0.9620 0.2 -0.2 0.1 0.09
H 5.1601 1.0103 -2.0370 0.1 0.0 0.1 0.08
H -6.0643 2.1086 4.2592 0.0 0.1 -0.1 0.10
H 3.5892 0.4310 -4.3188 0.0 0.1 0.1 0.09
```
Positions in Å, forces in eV/Å.

Summary:
HOMO-LUMO gap: 8.654 eV
SMILES: NCCCCB[PH2]=O.CCO.CCO.CCO.CCO.CCO.CCO.CCO

no.,LUMO (hartree)
1,0.000
2,-0.021
3,-0.015